The following is a quantum chemistry calculation of a single C5H11N molecule at a distorted geometry, from OMol25.

```
17
Properties=species:S:1:pos:R:3:forces:R:3:lowdin_charge:R:1
C 1.7239 0.5261 -0.3763 0.6323 -0.6447 -0.0779 -0.093
C 1.2460 -1.0008 -0.0443 -0.0751 0.5688 -0.1153 -0.156
C -0.1884 -0.9227 0.4565 0.1208 0.2108 -0.1082 -0.300
C -0.3899 0.0437 1.5631 -0.2279 0.1454 0.3605 -0.110
N -0.6772 0.3996 0.2029 -0.4876 0.2072 0.0597 -0.230
C -2.0060 0.6695 -0.2061 -0.5448 0.0540 0.0384 -0.099
H 1.0853 1.4367 -0.2310 0.1070 -1.6530 0.2722 0.081
H 2.5980 0.7447 0.2253 0.6269 -0.1640 -0.3094 0.047
H 1.9325 0.5939 -1.4416 0.5294 -0.1722 -0.0251 0.054
H 1.2860 -1.7070 -0.9010 0.0825 0.8930 0.0305 0.097
H 1.8836 -1.5107 0.7075 -0.1736 0.6503 -0.2126 0.100
H -0.8959 -1.7527 0.3611 0.3605 0.1146 0.0052 0.142
H 0.5035 0.4857 2.0105 -0.2600 0.0594 -0.0555 0.111
H -1.2509 -0.0532 2.2160 0.0529 -0.1867 0.1274 0.105
H -2.0933 0.4801 -1.2815 -0.1259 0.0087 0.1755 0.087
H -2.1789 1.7341 -0.0234 -0.3124 -0.1212 -0.0688 0.086
H -2.7424 0.0708 0.3452 -0.3049 0.0295 -0.0968 0.078
```
Positions in Å, forces in eV/Å.

As for the structure (SMILES): CC[C@H]1CN1C. The LUMO energy comes out at 0.043 Ha. Its gap between HOMO and LUMO is 9.66 eV.

---

The following is a quantum chemistry calculation of a single C5H11N molecule at a distorted geometry, from OMol25.

```
17
Properties=species:S:1:pos:R:3:forces:R:3:lowdin_charge:R:1
C 0.3856 -0.4139 -2.7033 -1.1610 0.1669 0.4124 -0.099
C -0.4124 -1.0990 -1.5278 0.9256 1.6025 -0.1328 -0.242
C -0.7180 -0.0927 -0.4326 0.2630 -0.6764 -0.1357 -0.140
C 0.1525 0.1418 0.5508 -0.7944 1.2323 -0.6714 -0.181
N -0.0725 1.0725 1.5794 0.8418 -0.5133 0.5114 -0.101
C 0.3149 0.7124 2.9390 0.1009 0.1031 0.5262 -0.133
H 1.3849 -0.8294 -2.7468 0.1274 0.0593 -0.2926 0.059
H -0.1327 -0.4783 -3.6541 0.1312 -0.4610 -0.2933 0.054
H 0.4324 0.6620 -2.5277 0.2976 -0.0591 0.1809 0.063
H 0.2835 -1.8260 -1.1224 -0.3953 -0.4843 0.1452 0.088
H -1.3578 -1.5409 -1.8229 0.1499 -0.3463 -0.2931 0.092
H -1.6405 0.4704 -0.5258 -0.2374 -0.1833 0.3362 0.101
H 1.1795 -0.1371 0.3304 0.0714 -0.5729 0.8856 0.126
H -0.9869 1.4710 1.6221 -0.4966 -0.0820 -0.5821 0.097
H -0.3756 1.2144 3.6183 0.3158 0.3721 0.0531 0.074
H 1.3440 1.0021 3.1622 -0.0696 0.1570 0.0270 0.070
H 0.2191 -0.3293 3.2612 -0.0704 -0.3148 -0.6772 0.071
```
Positions in Å, forces in eV/Å.

As for the structure (SMILES): CC/C=C/NC. The LUMO energy comes out at 0.044 Ha. Its gap between HOMO and LUMO is 9.04 eV.

---

The following is a quantum chemistry calculation of a molecular structure, C5H11N2 at a distorted geometry, from OMol25.

```
18
Properties=species:S:1:pos:R:3:forces:R:3:lowdin_charge:R:1
C -0.2288 1.4930 0.4472 0.6279 0.2570 -0.1304 -0.107
C -1.5896 -0.4768 1.3147 -0.2467 -0.2021 0.4377 -0.020
C 0.9886 0.5224 0.5077 0.0601 0.5857 0.4457 -0.128
C -1.2837 -0.5489 -0.1134 2.0157 -0.1376 0.0864 -0.029
C 1.0438 -0.6595 -1.6505 0.3158 -0.0321 -0.6612 -0.031
N -1.3981 0.6743 0.4399 -0.7575 0.0639 -0.0828 -0.040
N 0.6418 -0.6691 -0.2518 -2.3823 -0.2189 0.3816 -0.072
H -0.2416 2.1848 1.2881 0.0526 -0.0589 -0.0487 0.138
H -0.2244 2.0736 -0.4772 0.0581 -0.0094 0.0616 0.132
H -2.6048 -0.6031 1.6661 -0.0148 -0.0371 -0.0387 0.124
H -0.8325 -0.7724 2.0306 0.1862 0.0139 -0.0534 0.120
H 1.8620 1.0190 0.0865 0.0460 -0.1356 0.0231 0.139
H 1.1982 0.2598 1.5448 0.0532 -0.0700 -0.1492 0.131
H -1.6913 -0.9849 -1.0007 0.0643 -0.1559 -0.4499 0.148
H 0.7413 0.2731 -2.1276 -0.0339 -0.0330 0.1244 0.110
H 2.1288 -0.7557 -1.7217 -0.0583 0.0337 -0.0254 0.110
H 0.5867 -1.4886 -2.1854 -0.0416 -0.0351 0.0594 0.104
H 0.9035 -1.5409 0.2028 0.0552 0.1717 0.0197 0.169
```
Positions in Å, forces in eV/Å.

The LUMO energy comes out at -0.120 Ha. Its gap between HOMO and LUMO is 11.43 eV. As for the net charge: +1.

---

The following is a quantum chemistry calculation of a molecular structure, C5H11N2 at a distorted geometry, from OMol25.

```
18
Properties=species:S:1:pos:R:3:forces:R:3:lowdin_charge:R:1
C -0.4494 -0.2572 -1.7104 4.6855 -0.8948 -2.2383 -0.065
C 0.9882 -0.0118 0.4699 -0.4857 -1.6358 0.0008 -0.175
C 0.6063 -1.2200 -0.4050 -2.3827 2.3958 0.5414 -0.084
C 0.6395 0.4499 1.9102 -0.7894 -1.8448 1.1544 -0.033
C -2.3705 0.9702 -0.7661 -0.0075 -0.6579 0.6255 -0.060
N -1.4858 0.3794 -1.7486 0.7671 -0.0069 1.1894 0.023
N 2.0602 -1.0911 -0.0171 -3.0932 2.9869 -1.0523 0.172
H 0.2477 -2.2157 -0.2112 -0.3767 0.0662 0.8473 0.116
H 0.4330 -0.1598 -2.4952 -2.5100 -0.3549 0.7728 0.143
H 0.9088 0.7905 -0.3116 1.1993 -0.3347 1.2438 0.138
H 1.3871 0.7174 2.7085 -0.1179 -0.3741 -1.4544 0.102
H -0.0708 -0.2897 2.4327 1.2176 0.7182 -0.9260 0.111
H 0.0076 1.3164 1.7966 -0.0114 0.4934 -0.2551 0.058
H -1.8097 1.2236 0.1740 -0.4300 0.6443 -1.2195 0.094
H -2.9819 1.6943 -1.3036 0.5558 0.6211 0.5681 0.094
H -3.1002 0.3008 -0.3657 -0.5215 -1.0710 -0.0561 0.078
H 2.6793 -0.7341 -0.6891 1.4926 0.1595 -0.9347 0.140
H 2.3105 -1.8632 0.5317 0.8081 -0.9105 1.1930 0.149
```
Positions in Å, forces in eV/Å.

The LUMO energy comes out at -0.120 Ha. Its gap between HOMO and LUMO is 9.61 eV. As for the net charge: +1.

---

The following is a quantum chemistry calculation of 2 unconnected molecules or ions with the total composition C5H11N2 at a distorted geometry, from OMol25.

```
18
Properties=species:S:1:pos:R:3:forces:R:3:lowdin_charge:R:1
C -2.3261 -0.4014 -0.3061 -3.7797 -2.5233 -2.2792 -0.013
C -1.3822 -1.1998 -0.1151 3.9743 -1.7781 0.0654 0.159
C 0.2656 0.7970 0.1417 -0.1424 1.7431 1.0000 -0.436
C 1.7667 -1.1787 0.0479 2.0971 1.7282 -0.4400 -0.061
C 0.8402 -0.2954 0.7101 -2.1086 -1.8104 0.1118 -0.100
N -0.5385 1.6321 0.9254 0.1229 0.5060 -4.0270 0.149
N 0.6226 1.0757 -1.1482 0.0777 -1.1796 1.3775 0.187
H -3.3214 -0.6862 -0.8458 1.8759 0.3337 0.9951 0.156
H -2.2862 0.5046 0.1211 0.0023 3.6617 1.4004 0.012
H -0.8518 -2.1441 -0.3171 -0.6335 0.7181 0.1880 0.099
H 2.1827 -0.7641 -0.8833 -0.4480 -1.0363 0.0650 0.095
H 1.4089 -2.1466 0.0700 -0.8785 -2.2179 -0.9423 0.066
H 2.6350 -1.2974 0.6616 0.8024 0.1665 0.6670 0.099
H 0.6394 -0.5445 1.7136 -0.2721 0.2278 1.2208 0.122
H -0.5705 1.6987 1.9255 0.2406 -0.3105 0.0333 0.128
H -0.9537 2.3817 0.3400 0.3609 -0.4337 1.4041 0.136
H 1.4949 0.6618 -1.4695 -0.7122 0.2975 0.0265 0.108
H 0.3744 1.9066 -1.5719 -0.5789 1.9071 -0.8664 0.092
```
Positions in Å, forces in eV/Å.

The LUMO energy (alpha / beta) comes out at -0.185 / -0.184 Ha. Its gap between HOMO and LUMO (alpha / beta) is 7.93 / 7.93 eV. As for the net charge: +1.

---

The following is a quantum chemistry calculation of a gas-phase ion, C5H11N2 (charge +1) at a distorted geometry, from OMol25.

```
18
Properties=species:S:1:pos:R:3:forces:R:3:lowdin_charge:R:1
C -0.9716 -1.6418 0.6779 0.9840 1.2970 1.4446 0.131
C -0.8786 0.5802 -0.3609 4.1945 1.4034 0.1128 -0.298
C -2.0828 1.3727 -0.4248 -1.8772 0.6708 1.3663 0.033
C 1.8789 -0.5888 0.6826 1.7959 -1.4569 -0.6862 -0.068
C 1.4827 0.0015 -0.6979 1.0698 1.5043 3.7287 -0.187
N -1.0460 -0.6371 -0.0579 -0.4681 -2.6533 -0.8512 0.102
N 0.4594 1.0049 -0.4726 -3.5349 0.9997 -0.9277 0.084
H -0.6158 -1.3605 1.7017 -0.8947 -0.9885 -0.3895 0.128
H -1.0670 -2.6787 0.3700 -0.2714 0.1666 -0.2396 0.125
H -2.8875 0.6554 -0.1966 0.0821 0.5890 0.1461 0.113
H -2.4042 1.8370 -1.3249 0.4891 0.2840 -1.1963 0.096
H -2.0807 2.1774 0.3296 0.1156 -0.3750 -0.1072 0.124
H 1.1663 -1.1662 1.2729 -0.1143 0.5760 -0.3104 0.029
H 2.6201 -1.3803 0.4088 -0.1492 0.5846 0.4255 0.098
H 2.3989 0.1199 1.3465 -0.3535 -0.0836 -0.4362 0.094
H 2.4143 0.4616 -1.0538 -0.6848 -0.1041 -0.4494 0.142
H 1.0406 -0.6892 -1.3146 -0.3005 -1.9762 -1.7751 0.090
H 0.5731 1.9319 -0.8861 -0.0823 -0.4380 0.1448 0.163
```
Positions in Å, forces in eV/Å.

As for the structure (SMILES): C=N/C(C)=[NH+]\CC. The LUMO energy comes out at -0.160 Ha. Its gap between HOMO and LUMO is 10.16 eV. As for the net charge: +1.

---

The following is a quantum chemistry calculation of a gas-phase ion, C5H11N2 (charge +1) at a distorted geometry, from OMol25.

```
18
Properties=species:S:1:pos:R:3:forces:R:3:lowdin_charge:R:1
C 1.1614 1.5437 0.3725 -1.2320 0.5469 0.5527 -0.100
C -0.2950 1.6435 0.0048 0.2664 5.1002 0.3552 -0.212
C -0.8889 0.5159 -0.5403 1.0840 -5.5190 -1.8624 -0.193
C 0.9370 -0.5800 -0.4136 -1.9109 2.9497 -2.5167 -0.179
C -1.8831 -0.2876 0.2454 -2.2182 0.6540 -2.3819 -0.090
N 1.7158 0.4463 0.1882 1.3946 -2.0122 0.0871 0.040
N 1.2345 -1.9082 0.2040 3.9283 0.8653 -0.7866 0.216
H 1.6453 2.4169 0.8251 0.1192 -0.4240 -0.3120 0.140
H -0.9433 1.9392 0.8168 0.3817 0.4801 0.9617 0.128
H -0.3397 2.5782 -0.6547 -0.0280 -1.2390 0.3929 0.170
H -1.0602 0.4448 -1.6322 0.2679 0.2333 0.7246 0.134
H 1.1227 -0.6083 -1.5569 0.0598 -0.5782 2.0846 0.163
H -2.7551 0.3437 0.5196 0.2367 -0.0206 -0.4101 0.096
H -1.5315 -0.5509 1.2054 0.5610 -1.1366 0.8202 0.063
H -2.3270 -1.0510 -0.4997 0.8505 0.5402 1.9363 0.120
H 2.2300 -2.1798 -0.1276 -1.3069 0.8506 1.1460 0.215
H 0.7803 -2.6708 -0.1609 -2.4548 -2.0111 -1.4612 0.121
H 1.1966 -2.0357 1.2040 0.0006 0.7202 0.6695 0.167
```
Positions in Å, forces in eV/Å.

The LUMO energy comes out at -0.136 Ha. Its gap between HOMO and LUMO is 9.26 eV. As for the net charge: +1.